Entry from the Open Molecules 2025 dataset: 9 unconnected molecules or ions with the total composition C5H25NO10 (ωB97M-V with the def2-TZVPD basis set).

Element x y z (Å)
O (-2.0769, 1.2099, 1.9101)
C (-1.7147, 0.5682, 0.9548)
N (-0.6795, -0.3849, 1.3176)
C (0.0168, -1.2644, 0.5520)
O (0.1690, -1.3206, -0.6578)
C (-2.0642, 0.8589, -0.4526)
C (-3.3753, 0.0877, -1.0119)
C (-2.9818, -1.2320, -1.7086)
H (-0.6831, -0.4392, 2.3269)
H (0.6634, -2.0053, 1.0721)
H (-1.2750, 0.5743, -1.1864)
H (-2.1464, 1.9312, -0.7357)
H (-3.8400, -0.3675, -0.1046)
H (-4.1173, 0.7808, -1.4487)
H (-3.7449, -2.0001, -1.5839)
H (-2.0312, -1.5468, -1.2565)
H (-3.0606, -1.1336, -2.8412)
H (3.5413, 0.0554, -0.6248)
H (4.3247, -1.2569, -0.9659)
O (4.2471, -0.5319, -0.3441)
H (-1.5909, -4.5087, 0.6448)
H (-1.3725, -3.1059, 1.0583)
O (-0.8905, -3.8433, 0.6648)
H (0.7902, -0.4691, -2.3509)
H (0.7746, 1.0690, -1.7466)
O (1.0103, 0.4594, -2.4424)
H (2.3701, -3.2003, -1.2844)
H (1.7426, -1.6759, -0.9296)
O (2.5010, -2.2820, -1.0748)
H (3.4457, -1.0052, 1.7480)
H (3.1844, -0.6972, 3.2054)
O (3.2647, -1.4383, 2.5955)
H (0.9793, 1.1998, 0.7850)
H (0.5521, 2.3105, -0.0734)
O (1.3773, 1.9207, 0.2575)
H (-0.4239, 4.2141, 0.3833)
H (-0.9913, 4.0761, -1.0291)
O (-1.2544, 4.1633, -0.1069)
H (2.2779, 3.8147, 1.7258)
H (1.2818, 2.8363, 2.2256)
O (1.8002, 3.5790, 2.5331)

## Properties
gap between HOMO and LUMO: 0.3788 Eh
E: -1012.6049 a.u.
relative energy (zero: lowest compared OMol25 entry of this formula, charge and spin): 310.7 kJ/mol
SMILES: CCCC(=O)NC=O.O.O.O.O.O.O.O.O
molar mass: 259.25 g/mol
HOMO energy: -10.60 eV
net charge: 0